# 1
The ion C4H3N4O with charge +1 in a non-equilibrium geometry, computed with wB97M-V/def2-TZVPD.

Last column: natural (NBO) charge in e.
CARTESIAN COORDINATES (ANGSTROEM)
N  -0.39  -3.31  0.04  -0.114
C  -0.63  -2.20  -0.12  0.182
C  -1.12  -0.85  -0.38  -0.243
C  -0.48  0.31  0.11  0.340
N  0.73  0.55  0.53  -0.675
N  -1.10  1.52  -0.10  -0.016
N  -2.34  1.47  -0.17  -0.207
C  -3.05  0.42  0.01  0.839
O  -3.98  -0.20  0.30  -0.271
H  -1.94  -0.94  -0.95  0.258
H  1.48  -0.12  0.77  0.460
H  0.84  1.57  0.69  0.448

The value obtained for the HOMO-LUMO gap (alpha / beta) is 6.2694 / 7.3006 eV. The value obtained for the relative energy (zero: lowest compared OMol25 entry of this formula, charge and spin) is 27.9 kcal per mole. The charge is +1.

***

# 2
The molecule C4H3N5O in a non-equilibrium geometry, computed with wB97M-V/def2-TZVPD.

Last column: natural (NBO) charge in e.
CARTESIAN COORDINATES (ANGSTROEM)
C  0.61  0.51  0.38  0.032
C  0.53  -0.68  -0.26  -0.046
C  -0.72  2.26  1.19  0.398
C  1.69  -1.53  -0.23  0.411
N  -1.63  -0.93  -1.33  0.251
N  -1.15  3.08  1.90  -0.326
N  -2.72  -0.97  -1.60  -0.048
N  -0.56  -1.17  -0.80  -0.323
N  -0.50  1.25  0.46  -0.609
O  1.87  -2.49  -0.92  -0.493
H  1.56  0.82  0.68  0.233
H  2.37  -1.09  0.55  0.095
H  -1.34  0.95  -0.03  0.425

The value obtained for the HOMO-LUMO gap is 8.5041 eV. The value obtained for the relative energy (zero: lowest compared OMol25 entry of this formula, charge and spin) is 83.4 kcal per mole. The charge is 0.

***

# 3
The molecule C4H3NO in a non-equilibrium geometry, computed with wB97M-V/def2-TZVPD.

Last column: natural (NBO) charge in e.
CARTESIAN COORDINATES (ANGSTROEM)
O  -0.12  -1.12  -1.31  -0.668
C  0.20  -0.22  -0.31  0.079
C  -0.88  0.31  0.48  -0.089
C  -1.82  0.71  1.12  -0.157
C  1.56  0.06  0.01  0.010
N  2.68  0.39  0.23  -0.302
H  -0.17  -2.02  -0.95  0.490
H  1.20  0.82  -0.94  0.394
H  -2.66  1.08  1.68  0.244

The value obtained for the HOMO-LUMO gap (alpha / beta) is 8.5821 / 8.5829 eV. The value obtained for the relative energy (zero: lowest compared OMol25 entry of this formula, charge and spin) is 111.8 kcal per mole. The charge is 0.

***

# 4
The molecule C4H3NO in a non-equilibrium geometry, computed with wB97M-V/def2-TZVPD.

Last column: natural (NBO) charge in e.
CARTESIAN COORDINATES (ANGSTROEM)
C  -0.93  0.84  -0.13  -0.340
C  0.11  0.06  0.11  -0.005
C  -2.16  -0.03  -0.04  0.410
C  -1.69  -1.50  -0.04  0.089
N  -0.30  -1.28  -0.02  -0.603
O  -3.25  0.44  0.11  -0.432
H  -0.87  1.94  -0.15  0.236
H  1.08  0.39  0.32  0.218
H  0.34  -2.09  -0.13  0.425

The value obtained for the HOMO-LUMO gap is 7.8700 eV. The value obtained for the relative energy (zero: lowest compared OMol25 entry of this formula, charge and spin) is 52.5 kcal per mole. The charge is 0.

***

# 5
The molecule C4H3NO, computed with wB97M-V/def2-TZVPD.

Last column: natural (NBO) charge in e.
CARTESIAN COORDINATES (ANGSTROEM)
C  2.39  -0.13  -0.37  -0.202
C  1.24  -0.38  -0.08  -0.053
C  -0.13  -0.70  0.24  -0.210
N  -0.86  0.15  1.32  -0.370
C  -1.18  0.26  0.12  0.512
O  -1.98  0.92  -0.70  -0.629
H  3.40  0.10  -0.61  0.237
H  -0.37  -1.77  0.25  0.215
H  -2.50  1.55  -0.18  0.500

The value obtained for the HOMO-LUMO gap is 10.2277 eV. The value obtained for the relative energy (zero: lowest compared OMol25 entry of this formula, charge and spin) is 57.6 kcal per mole. The charge is 0.

***

# 6
A structure of composition C4H3NO in a non-equilibrium geometry, computed with wB97M-V/def2-TZVPD.

Last column: natural (NBO) charge in e.
CARTESIAN COORDINATES (ANGSTROEM)
C  -1.99  -0.48  0.40  0.349
C  -2.34  0.64  -0.36  0.016
C  -0.14  -0.30  -0.09  0.451
C  1.25  0.01  0.06  -0.698
N  -0.85  -1.11  0.54  -0.439
O  -1.07  0.86  -0.60  -0.424
H  2.05  -0.69  -0.23  0.256
H  1.53  0.32  0.98  0.236
H  1.56  0.75  -0.69  0.252

The value obtained for the HOMO-LUMO gap (alpha / beta) is 7.6544 / 7.6585 eV. The value obtained for the relative energy (zero: lowest compared OMol25 entry of this formula, charge and spin) is 142.7 kcal per mole. The charge is 0.

***

# 7
A cluster of 2 separate species, C4H3NO2 in total in a non-equilibrium geometry, computed with wB97M-V/def2-TZVPD.

Last column: natural (NBO) charge in e.
CARTESIAN COORDINATES (ANGSTROEM)
N  -1.27  -2.24  -0.25  -0.597
C  -1.07  -1.06  -0.07  0.521
C  -0.85  0.19  0.30  -0.563
C  0.49  0.51  0.83  0.367
C  1.31  1.63  -0.77  0.526
O  1.46  -0.23  0.73  -0.582
O  2.23  1.52  -1.44  -0.475
H  -1.16  -2.62  -1.19  0.398
H  -1.67  0.91  0.32  0.260
H  0.49  1.43  1.45  0.146

The value obtained for the HOMO-LUMO gap is 10.0462 eV. The value obtained for the relative energy (zero: lowest compared OMol25 entry of this formula, charge and spin) is 64.3 kcal per mole. The charge is 0.

***

# 8
The molecule C4H3NO2 in a non-equilibrium geometry, computed with wB97M-V/def2-TZVPD.

Last column: natural (NBO) charge in e.
CARTESIAN COORDINATES (ANGSTROEM)
C  1.73  -0.36  0.39  -0.347
C  0.54  0.08  -0.05  0.130
C  0.15  1.38  -0.27  0.180
N  -0.44  2.42  -0.21  -0.192
O  -0.49  -0.86  -0.53  -0.484
C  -1.76  -0.57  -0.15  0.631
O  -2.33  0.36  0.53  -0.541
H  2.56  0.55  0.46  0.240
H  2.14  -1.40  0.25  0.245
H  -2.09  -1.60  -0.41  0.139

The value obtained for the HOMO-LUMO gap is 9.9585 eV. The value obtained for the relative energy (zero: lowest compared OMol25 entry of this formula, charge and spin) is 80.8 kcal per mole. The charge is 0.

***

# 9
The molecule C4H3NO2 in a non-equilibrium geometry, computed with wB97M-V/def2-TZVPD.

Last column: natural (NBO) charge in e.
CARTESIAN COORDINATES (ANGSTROEM)
C  -0.83  0.99  0.00  -0.577
C  0.54  0.79  -0.05  0.240
C  0.35  -1.48  0.16  -0.122
C  -1.77  0.03  -0.03  0.844
N  1.16  -0.44  -0.03  -0.076
O  2.42  -0.49  -0.12  -0.614
O  -2.74  -0.60  -0.06  -0.370
H  -1.20  2.00  0.06  0.276
H  1.21  1.63  -0.11  0.238
H  0.87  -2.44  0.17  0.163

The value obtained for the HOMO-LUMO gap (alpha / beta) is 6.3988 / 6.3794 eV. The value obtained for the relative energy (zero: lowest compared OMol25 entry of this formula, charge and spin) is 151.7 kcal per mole. The charge is 0.

***

# 10
The molecule C4H3NO2 in a non-equilibrium geometry, computed with wB97M-V/def2-TZVPD.

Last column: natural (NBO) charge in e.
CARTESIAN COORDINATES (ANGSTROEM)
C  -1.86  -0.82  -0.14  -0.362
C  -0.65  -0.40  -0.31  0.173
C  0.37  -1.17  0.49  0.210
N  0.88  -1.84  1.35  -0.269
O  -0.35  0.63  -1.15  -0.464
C  0.67  1.42  -0.58  0.624
O  1.21  1.59  0.54  -0.511
H  -2.44  -1.40  0.57  0.253
H  -2.62  -0.08  -0.66  0.209
H  0.78  2.33  -1.30  0.136

The value obtained for the HOMO-LUMO gap is 10.7782 eV. The value obtained for the relative energy (zero: lowest compared OMol25 entry of this formula, charge and spin) is 74.0 kcal per mole. The charge is 0.

***

# 11
The molecule C4H3NO2 in a non-equilibrium geometry, computed with wB97M-V/def2-TZVPD.

Last column: natural (NBO) charge in e.
CARTESIAN COORDINATES (ANGSTROEM)
N  0.59  2.51  -0.53  -0.267
C  0.16  1.44  -0.43  0.272
C  -0.28  0.05  -0.32  -0.535
C  0.99  -0.82  -0.51  0.457
O  1.07  -1.63  -1.38  -0.466
C  -0.96  -0.19  1.04  0.443
O  -0.84  0.55  1.98  -0.460
H  -0.97  -0.22  -1.12  0.280
H  1.81  -0.59  0.19  0.140
H  -1.58  -1.11  1.09  0.135

The value obtained for the HOMO-LUMO gap is 10.4444 eV. The value obtained for the relative energy (zero: lowest compared OMol25 entry of this formula, charge and spin) is 38.0 kcal per mole. The charge is 0.

***

# 12
A structure of composition C4H3NO2S in a non-equilibrium geometry, computed with wB97M-V/def2-TZVPD.

Last column: natural (NBO) charge in e.
CARTESIAN COORDINATES (ANGSTROEM)
C  -0.13  1.44  0.03  0.249
C  -1.82  -0.22  0.14  0.393
C  0.92  -0.57  0.15  0.438
C  -2.92  -1.00  0.07  -0.450
N  -1.20  0.77  0.16  -0.339
O  1.11  0.82  0.00  -0.534
O  2.06  -1.12  -0.11  -0.651
S  -4.18  0.00  -0.08  -0.043
H  0.00  2.50  0.16  0.198
H  -3.01  -2.05  0.47  0.250
H  2.73  -0.50  -0.47  0.489

The value obtained for the HOMO-LUMO gap (alpha / beta) is 6.8668 / 6.9280 eV. The value obtained for the relative energy (zero: lowest compared OMol25 entry of this formula, charge and spin) is 143.0 kcal per mole. The charge is 0.

***

# 13
The molecule C4H3NO3 in a non-equilibrium geometry, computed with wB97M-V/def2-TZVPD.

Last column: natural (NBO) charge in e.
CARTESIAN COORDINATES (ANGSTROEM)
O  -1.69  -1.18  -2.20  -0.507
C  -1.12  -1.03  -1.16  0.849
N  -0.44  -2.01  -0.27  -0.463
C  0.32  -1.30  0.40  0.105
C  0.08  0.17  0.33  0.075
C  0.86  1.11  0.87  0.148
O  0.52  2.32  0.32  -0.674
O  -1.04  0.31  -0.62  -0.519
H  1.11  -1.93  0.99  0.223
H  1.70  1.35  1.65  0.258
H  -0.30  2.19  -0.29  0.505

The value obtained for the HOMO-LUMO gap is 9.4018 eV. The value obtained for the relative energy (zero: lowest compared OMol25 entry of this formula, charge and spin) is 65.8 kcal per mole. The charge is 0.

***

# 14
The molecule C4H3NO3 in a non-equilibrium geometry, computed with wB97M-V/def2-TZVPD.

Last column: natural (NBO) charge in e.
CARTESIAN COORDINATES (ANGSTROEM)
C  2.12  -0.09  0.22  0.194
N  1.40  -1.12  -0.24  -0.417
C  0.20  -0.65  -0.31  0.287
C  0.20  0.72  -0.32  0.495
O  1.39  1.24  0.00  -0.409
O  -1.01  1.20  -0.36  -0.473
C  -1.83  0.12  0.25  0.203
O  -1.09  -1.12  -0.11  -0.503
H  3.27  -0.19  -0.01  0.206
H  -2.67  -0.27  -0.48  0.227
H  -1.99  0.16  1.34  0.189

The value obtained for the HOMO-LUMO gap is 8.6491 eV. The value obtained for the relative energy (zero: lowest compared OMol25 entry of this formula, charge and spin) is 119.5 kcal per mole. The charge is 0.

***

# 15
A cluster of 2 separate species, C4H3NO3 in total in a non-equilibrium geometry, computed with wB97M-V/def2-TZVPD.

Last column: natural (NBO) charge in e.
CARTESIAN COORDINATES (ANGSTROEM)
C  -1.90  1.41  -1.67  0.614
C  -0.87  2.49  -1.65  0.616
C  -0.08  -1.51  -0.72  0.323
C  -0.29  -1.47  0.55  -0.277
N  -1.00  1.53  -0.68  -0.632
O  -2.94  0.98  -1.93  -0.502
O  -0.47  3.56  -1.92  -0.505
O  -0.09  -1.27  -1.86  -0.390
H  -1.31  -1.42  0.95  0.158
H  -0.49  1.17  0.25  0.406
H  0.54  -1.62  1.25  0.189

The value obtained for the HOMO-LUMO gap (alpha / beta) is 6.7842 / 6.9503 eV. The value obtained for the relative energy (zero: lowest compared OMol25 entry of this formula, charge and spin) is 78.0 kcal per mole. As for the spin multiplicity: 3. As for the expectation value of S²: 2.0098. The charge is 0.

***

# 16
The molecule C4H3NO4 in a non-equilibrium geometry, computed with wB97M-V/def2-TZVPD.

Last column: natural (NBO) charge in e.
CARTESIAN COORDINATES (ANGSTROEM)
O  -1.70  -1.87  0.10  -0.580
C  -0.78  -1.03  0.00  0.591
N  0.56  -1.36  0.05  -0.563
C  1.42  -0.45  0.02  0.848
O  2.71  -0.70  -0.14  -0.626
O  1.24  0.87  0.18  -0.469
C  -0.13  1.31  0.03  0.048
C  -1.07  0.39  -0.07  0.153
O  -2.34  0.60  -0.12  -0.648
H  3.22  0.09  -0.14  0.500
H  -0.28  2.39  0.12  0.226
H  -2.84  -0.23  -0.03  0.519

The value obtained for the HOMO-LUMO gap is 9.9912 eV. The value obtained for the relative energy (zero: lowest compared OMol25 entry of this formula, charge and spin) is 0.0 kcal per mole. The charge is 0.

***

# 17
The molecule C4H3NO4 in a non-equilibrium geometry, computed with wB97M-V/def2-TZVPD.

Last column: natural (NBO) charge in e.
CARTESIAN COORDINATES (ANGSTROEM)
O  -0.28  2.55  -0.99  -0.559
C  0.07  1.41  -1.06  0.775
O  0.83  1.00  -2.11  -0.686
C  -0.24  0.32  -0.09  -0.363
C  -1.04  0.42  1.09  0.245
O  -0.80  -0.66  1.88  -0.254
N  0.12  -1.41  1.19  -0.313
C  0.49  -0.93  -0.07  0.602
O  1.10  -1.52  -0.92  -0.610
H  1.16  0.07  -2.05  0.512
H  -1.69  1.11  1.58  0.235
H  0.28  -2.35  1.55  0.415

The value obtained for the HOMO-LUMO gap is 10.0263 eV. The value obtained for the relative energy (zero: lowest compared OMol25 entry of this formula, charge and spin) is 20.9 kcal per mole. The charge is 0.

***

# 18
The ion C4H3NO5S2 with charge -2 in a non-equilibrium geometry, computed with wB97M-V/def2-TZVPD.

Last column: natural (NBO) charge in e.
CARTESIAN COORDINATES (ANGSTROEM)
O  2.81  -0.72  1.41  -1.027
S  2.57  -0.28  0.04  2.384
O  2.88  -1.31  -1.05  -1.052
O  3.16  1.02  -0.32  -1.037
C  0.79  -0.14  -0.05  -0.443
C  -0.02  -1.22  -0.48  -0.364
C  -1.34  -0.90  -0.22  0.348
O  -2.52  -1.36  -0.66  -0.738
N  -1.39  0.36  0.13  -0.061
O  -2.60  0.95  0.29  -0.768
C  -0.22  0.91  0.27  -0.036
S  0.00  2.58  0.89  -0.053
H  0.33  -2.08  -1.00  0.218
H  -3.19  -0.67  -0.24  0.501
H  -1.27  2.84  0.99  0.130

The value obtained for the HOMO-LUMO gap is 5.1136 eV. The value obtained for the relative energy (zero: lowest compared OMol25 entry of this formula, charge and spin) is 0.0 kcal per mole. The charge is -2.

***

# 19
The molecule C4H3NOS in a non-equilibrium geometry, computed with wB97M-V/def2-TZVPD.

Last column: natural (NBO) charge in e.
CARTESIAN COORDINATES (ANGSTROEM)
N  2.62  -1.97  0.01  -0.266
C  2.02  -0.96  0.02  0.236
C  1.50  0.32  -0.10  -0.391
C  0.20  0.53  -0.01  0.199
O  -0.76  -0.49  0.10  -0.464
C  -2.03  -0.11  0.15  0.026
S  -3.33  -1.07  -0.06  0.015
H  2.23  1.18  -0.14  0.274
H  -0.23  1.58  -0.10  0.200
H  -2.21  0.99  0.13  0.172

The value obtained for the HOMO-LUMO gap is 8.9377 eV. The value obtained for the relative energy (zero: lowest compared OMol25 entry of this formula, charge and spin) is 27.1 kcal per mole. The charge is 0.

***

# 20
The molecule C4H3NOS in a non-equilibrium geometry, computed with wB97M-V/def2-TZVPD.

Last column: natural (NBO) charge in e.
CARTESIAN COORDINATES (ANGSTROEM)
C  -0.02  1.56  -2.92  -0.087
C  1.09  1.09  -2.18  -0.097
C  1.51  -0.01  -1.29  -0.037
N  0.88  -0.42  -0.27  -0.081
O  -0.26  0.42  0.11  -0.413
C  -1.10  -0.08  1.17  -0.046
S  -0.79  -1.10  2.28  0.101
H  -0.58  2.07  -3.58  0.209
H  2.35  -0.78  -1.48  0.248
H  -2.11  0.44  0.96  0.202

The value obtained for the HOMO-LUMO gap is 8.7344 eV. The value obtained for the relative energy (zero: lowest compared OMol25 entry of this formula, charge and spin) is 136.6 kcal per mole. The charge is 0.